{"formula": "C8H9Br2OP", "method": "wB97M-V/def2-TZVPD", "orbital_gap_ev": 8.3633, "charge": 0, "spin_multiplicity": 1, "e_lumo_ev": -0.37, "e_above_lowest_kj_mol": 81.0, "homo_energy_ev": -8.73, "energy_ha": -5874.8549, "symbols": ["H", "C", "P", "C", "C", "H", "C", "C", "C", "C", "H", "C", "H", "H", "H", "O", "H", "Br", "H", "H", "Br"], "coordinates": [[1.891856, -0.787736, 0.921480], [0.344991, -2.404714, 0.591207], [-1.007038, 0.565051, -2.832163], [-0.746231, 2.525721, -0.222265], [1.236507, 1.230112, -0.415307], [-0.269948, -3.019986, -0.102658], [-1.505862, 1.446736, -0.432205], [-0.904391, 0.209373, -1.044550], [0.924108, -1.016599, 0.331775], [0.673249, 2.388495, -0.204655], [2.319613, 1.233165, -0.620614], [0.482721, -0.031745, -0.387202], [-2.560977, 1.602740, -0.559848], [-1.346701, 3.380896, 0.184578], [-0.292093, -2.437861, 1.574416], [-0.908806, 1.966253, -3.222249], [1.287112, -3.055031, 0.764676], [0.507643, -0.815504, -3.636023], [1.225465, 3.336127, -0.126753], [-1.472540, -0.757381, -0.964913], [-2.907951, -0.352524, -3.661850]], "atomic_forces_ev_per_a": [[-1.535, -0.595, -1.139], [0.660, -1.397, 2.083], [0.185, -0.490, -0.704], [-2.294, -0.261, 2.243], [2.294, -0.892, -0.202], [0.421, 1.243, -0.265], [-0.336, 0.029, -1.044], [0.023, -2.012, 1.175], [1.044, -2.078, 1.579], [-0.059, 2.935, -0.352], [-0.468, -0.379, 0.511], [-1.409, 2.768, -2.097], [-0.465, -0.242, 0.294], [1.232, -0.366, -0.719], [1.391, 0.216, -1.526], [0.143, -0.003, -0.289], [-1.664, 0.776, 0.005], [-0.009, 0.097, -0.196], [0.135, -0.668, -0.203], [0.061, 1.023, 0.246], [0.652, 0.295, 0.601]], "mulliken_charge": [0.29, -1.19, 0.78, -0.14, -0.92, 0.38, -0.81, 0.06, -0.05, -0.17, 0.34, 0.26, 0.39, 0.33, 0.26, -0.55, 0.30, -0.18, 0.36, 0.48, -0.23]}

{"formula": "C6H12O2", "method": "wB97M-V/def2-TZVPD", "orbital_gap_ev": 10.3627, "charge": 0, "spin_multiplicity": 1, "e_lumo_ev": 0.62, "e_above_lowest_kj_mol": 785.9, "homo_energy_ev": -9.75, "energy_ha": -386.0208, "symbols": ["O", "C", "C", "H", "H", "H", "C", "H", "H", "C", "H", "H", "H", "H", "O", "C", "H", "C", "H", "H"], "coordinates": [[0.594019, -1.853901, -1.484244], [0.552271, 0.953176, -0.650791], [-0.791513, 0.148916, -0.574227], [-1.500770, -2.142877, 0.228479], [0.996880, -1.103938, -1.969956], [0.770927, 0.208338, 1.085109], [0.318432, 2.368724, 0.170752], [0.602548, 1.284806, -1.840689], [-0.546321, -1.701452, 1.989175], [-0.526660, -2.003173, 0.861396], [-0.549321, 2.394919, 1.088779], [0.019353, -2.971664, 0.645378], [-1.200984, -0.288291, 1.324459], [2.178108, -0.393943, 0.308803], [-1.684170, 0.655818, 0.459285], [-0.001070, -1.053136, -0.250782], [-0.198011, 3.010074, -0.756380], [1.129055, -0.104131, 0.075760], [1.359118, 2.729808, 0.688038], [-1.521895, -0.138074, -1.398343]], "atomic_forces_ev_per_a": [[-2.085, 1.767, 1.820], [-4.024, 6.534, -3.711], [-3.703, 0.817, -1.577], [0.572, -0.454, 2.544], [-0.220, -0.801, 0.092], [0.707, -0.093, 0.053], [-0.681, 0.857, -0.514], [1.086, -1.202, 3.005], [-0.097, -0.515, -2.207], [-0.863, -1.186, -3.236], [2.707, -0.632, -2.819], [-0.410, 1.037, 0.994], [-2.792, 4.351, -2.837], [-0.511, 0.123, -1.034], [3.100, -5.760, 3.225], [4.600, -2.352, 0.509], [1.823, -0.748, 2.888], [2.074, -2.483, 4.582], [-2.531, -0.418, -1.818], [1.249, 1.159, 0.041]], "mulliken_charge": [-0.58, 0.38, -0.11, 0.41, 0.35, 0.28, -0.99, 0.24, 0.35, -1.44, 0.24, 0.39, 0.37, 0.31, -0.61, 0.54, 0.29, -1.08, 0.26, 0.39]}

{"formula": "C6H10FN", "method": "wB97M-V/def2-TZVPD", "orbital_gap_ev": [9.1338, 7.7063], "charge": 0, "spin_multiplicity": 1, "e_lumo_ev": [0.63, 0.28], "e_above_lowest_kj_mol": 578.3, "homo_energy_ev": [-8.50, -7.42], "energy_ha": -388.9944, "symbols": ["C", "H", "C", "H", "H", "H", "H", "H", "H", "C", "H", "C", "N", "C", "H", "F", "H", "C"], "coordinates": [[-0.202518, 1.340449, 0.797824], [-1.773319, -2.474917, -0.311292], [-0.972950, 0.671450, 2.006611], [-0.099011, -2.635281, -0.811361], [-0.968203, 1.928774, 0.132649], [1.793680, -0.507636, -1.358093], [-1.331082, 1.490990, 2.663004], [-1.388447, -1.902890, -1.909247], [0.525685, 1.978430, 1.197833], [-0.475385, -0.891710, -0.231380], [-0.166929, 0.218112, 2.632161], [-1.033641, -1.976586, -0.912082], [-1.992273, -0.198712, 1.515826], [0.108849, 0.266138, -0.210078], [2.010908, 1.054451, -0.214332], [-1.774302, -1.445357, 2.210975], [1.154034, 1.025221, -1.858664], [1.433142, 0.483441, -0.926558]], "atomic_forces_ev_per_a": [[-4.754, -0.795, -1.198], [-0.377, -0.255, 0.428], [1.597, 1.146, -0.007], [-1.323, -0.253, -0.896], [1.190, -0.244, 1.655], [0.237, 1.346, 1.099], [-0.418, -0.246, -0.432], [-0.050, 0.517, -0.948], [1.478, 0.804, -0.046], [-2.914, 3.754, 1.723], [-0.748, -0.418, -0.550], [2.225, -2.852, 0.891], [1.636, -1.136, -1.025], [2.498, -0.654, 1.102], [0.959, -0.177, -0.541], [-0.398, 0.247, 0.115], [0.676, 0.359, 0.668], [-1.515, -1.143, -2.038]], "mulliken_charge": [-0.70, 0.31, -0.45, 0.31, 0.21, 0.31, 0.37, 0.29, 0.54, 0.35, 0.29, -1.10, -0.39, 0.47, 0.36, -0.23, 0.27, -1.22]}

{"formula": "C4H7N3O", "method": "wB97M-V/def2-TZVPD", "orbital_gap_ev": 8.6705, "charge": 0, "spin_multiplicity": 1, "e_lumo_ev": 0.08, "e_above_lowest_kj_mol": 590.7, "homo_energy_ev": -8.59, "energy_ha": -395.9234, "symbols": ["N", "C", "O", "N", "C", "H", "H", "H", "H", "H", "C", "N", "H", "H", "C"], "coordinates": [[-0.436074, 0.666905, 0.333361], [-0.478208, -1.572133, -0.014116], [-3.871746, 0.797015, -0.338782], [-3.525993, -0.368272, 0.425824], [-1.204378, -0.456331, 0.251811], [1.643423, -1.608243, -0.069591], [2.651814, 0.518979, 0.861086], [-3.572069, -1.124677, -0.137440], [-0.580916, -2.598267, 0.020888], [-3.863005, 1.487643, 0.277640], [1.967016, 1.028742, 0.138180], [0.823094, -1.098833, -0.164127], [2.483774, 1.039696, -0.812552], [1.727553, 2.037844, 0.684491], [0.768227, 0.197587, 0.095667]], "atomic_forces_ev_per_a": [[-0.902, -1.123, -0.380], [0.472, 1.121, 0.061], [0.393, -3.823, -1.183], [3.422, 5.113, 2.511], [-2.906, 0.056, 0.259], [1.456, -1.167, -0.100], [-0.108, 0.398, -0.514], [-0.419, -2.683, -3.236], [-0.925, -1.733, -0.172], [0.084, 1.388, 1.730], [0.891, 1.094, 2.558], [-1.951, 0.231, 0.298], [0.040, 0.677, -0.181], [0.492, -1.731, -1.729], [-0.040, 2.181, 0.077]], "mulliken_charge": [-0.53, -0.38, -0.32, -0.32, 0.03, 0.23, 0.30, 0.25, 0.44, 0.34, -0.99, -0.07, 0.29, 0.25, 0.47]}